[1]
A 2-piece molecular cluster, C5H8OS overall. Source: the Open Molecules 2025 dataset; level of theory: the ωB97M-V functional and the def2-TZVPD basis.

The LUMO energy is -0.3 eV. As for the HOMO-LUMO gap: 8.424 eV. The net charge is 0. The value obtained for the energy above the lowest of the compared OMol25 structures with the same formula, charge and spin is 515.9 kJ/mol. For the largest force on an atom, the calculation gives 4.29 eV Å⁻¹.

Atoms and positions in Å:
C1 -1.74 0.48 -0.15
C2 -0.55 0.43 -0.06
C3 -3.18 0.71 -0.30
C4 1.51 -1.37 0.96
C5 1.71 -0.28 -0.08
O1 2.13 -0.64 -1.32
S1 2.31 1.35 0.41
H1 -3.34 1.68 -0.77
H2 -3.60 -0.05 -0.90
H3 -3.53 0.54 0.69
H4 2.46 -1.80 1.48
H5 0.91 -1.07 1.75
H6 1.06 -2.27 0.58
H7 2.25 0.07 -1.93
H8 1.59 2.20 -0.36

***

[2]
One molecule with the formula C7H14. Source: the Open Molecules 2025 dataset; level of theory: the ωB97M-V functional and the def2-TZVPD basis.

The LUMO energy is 1.2 eV. As for the HOMO-LUMO gap: 11.278 eV. The net charge is 0. The value obtained for the energy above the lowest of the compared OMol25 structures with the same formula, charge and spin is 99.6 kJ/mol. For the largest force on an atom, the calculation gives 0.21 eV Å⁻¹. Its SMILES is CC(C)CC1CC1.

Atoms and positions in Å:
C1 -1.39 1.29 0.20
C2 -1.27 -0.22 0.47
C3 -2.31 -0.99 -0.34
C4 0.14 -0.79 0.19
C5 1.28 0.20 0.37
C6 2.72 -0.22 0.26
C7 2.11 0.64 -0.81
H1 -0.68 1.63 -0.55
H2 -2.40 1.55 -0.15
H3 -1.21 1.88 1.11
H4 -1.49 -0.39 1.53
H5 -3.33 -0.72 -0.03
H6 -2.22 -0.76 -1.41
H7 -2.20 -2.08 -0.22
H8 0.30 -1.66 0.83
H9 0.18 -1.16 -0.85
H10 1.10 0.98 1.12
H11 3.44 0.24 0.93
H12 2.93 -1.26 0.02
H13 1.89 0.16 -1.77
H14 2.42 1.67 -0.90

***

[3]
A 2-piece molecular cluster, C27H42N2O6P overall. Source: the Open Molecules 2025 dataset; level of theory: the ωB97M-V functional and the def2-TZVPD basis.

The LUMO energy is -4.3 eV. As for the HOMO-LUMO gap: 6.561 eV. The net charge is +1. For the largest force on an atom, the calculation gives 8.97 eV Å⁻¹.

Atoms and positions in Å:
C1 2.22 0.91 4.80
C2 2.39 1.14 3.31
C3 3.10 -0.07 2.46
C4 2.42 -0.40 1.00
C5 3.25 -0.07 -0.37
C6 4.77 0.61 -0.44
C7 4.60 2.11 -1.12
C8 4.25 3.29 0.01
O1 2.93 2.99 0.59
C9 2.21 4.21 1.02
C10 0.55 4.13 0.98
O2 2.79 5.34 1.47
C11 2.57 -0.45 -1.82
N1 1.18 -1.10 -1.93
C12 0.29 -1.40 -0.72
C13 -1.24 -2.05 -0.89
C14 -2.00 -1.58 -2.27
C15 -3.04 -0.32 -2.10
P1 -2.61 0.92 -0.72
O3 -2.85 0.38 0.76
O4 -3.71 2.29 -0.92
C16 -4.90 2.14 -0.07
C17 -4.65 2.99 1.31
O5 -0.99 1.56 -0.76
C18 -0.79 2.53 -1.84
C19 -0.63 1.82 -3.35
C20 0.89 -1.05 0.80
C21 -0.06 -1.38 2.11
C22 -0.49 -2.92 2.59
C23 -1.45 -2.99 3.91
N2 -1.98 -1.93 4.80
C24 -1.63 -0.53 4.43
C25 -0.72 -0.24 3.12
H1 2.85 0.12 5.41
H2 1.38 1.50 5.36
H3 1.96 2.14 2.88
H4 2.98 -1.06 3.11
H5 4.25 0.16 2.43
H6 5.32 0.62 0.59
H7 5.37 -0.02 -1.24
H8 5.61 2.36 -1.70
H9 3.75 2.14 -1.94
H10 4.25 4.35 -0.52
H11 5.14 3.21 0.80
H12 0.13 3.05 1.20
H13 0.10 4.84 1.80
H14 0.24 4.56 -0.07
H15 3.17 -0.23 -2.82
H16 0.88 -1.32 -2.93
H17 -1.05 -3.22 -1.01
H18 -1.89 -1.95 0.09
H19 -1.28 -1.35 -3.17
H20 -2.66 -2.51 -2.62
H21 -4.10 -0.77 -1.87
H22 -3.15 0.25 -3.14
H23 -5.28 1.05 0.08
H24 -5.78 2.71 -0.64
H25 -3.69 3.68 1.12
H26 -4.30 2.21 2.12
H27 -5.60 3.61 1.62
H28 -1.55 3.42 -1.87
H29 0.28 3.03 -1.64
H30 -1.53 2.08 -4.05
H31 -0.47 0.68 -3.15
H32 0.39 2.21 -3.83
H33 -0.14 -3.87 1.97
H34 -1.78 -4.10 4.20
H35 -2.05 0.36 5.11
H36 -0.48 0.90 2.87
C26 -0.23 -6.81 -2.82
C27 -1.34 -5.92 -2.29
O6 -1.47 -4.77 -3.12
H37 0.72 -6.27 -2.84
H38 -0.11 -7.70 -2.19
H39 -0.44 -7.13 -3.84
H40 -1.11 -5.59 -1.28
H41 -2.29 -6.45 -2.28
H42 -1.68 -5.08 -4.02

***

[4]
C20H15N4O5STi as an isolated structure. Source: the Open Molecules 2025 dataset; level of theory: the ωB97M-V functional and the def2-TZVPD basis.

The multiplicity is 2. The LUMO energy (spin up / spin down) is -0.6 / -0.6 eV. As for the HOMO-LUMO gap (spin up / spin down): 6.177 / 7.745 eV. The net charge is 0. The expectation value of S² is 0.754. The value obtained for the energy above the lowest of the compared OMol25 structures with the same formula, charge and spin is 49.1 kJ/mol. For the largest force on an atom, the calculation gives 1.12 eV Å⁻¹.

Atoms and positions in Å:
Ti1 0.19 -0.67 0.91
O1 1.32 -0.92 4.75
C1 1.17 -0.79 3.56
O2 0.06 -0.89 2.88
C2 2.38 -0.43 2.62
O3 3.51 -0.36 3.01
O4 1.99 -0.18 1.38
S1 1.18 -1.86 -3.46
C3 0.64 -0.21 -3.62
C4 0.53 0.57 -4.77
C5 0.06 1.86 -4.64
C6 -0.27 2.37 -3.38
C7 -0.15 1.60 -2.24
C8 0.30 0.29 -2.36
N1 0.48 -0.60 -1.32
C9 0.95 -1.76 -1.74
C10 1.17 -2.89 -0.84
C11 1.87 -4.01 -1.27
C12 2.02 -5.07 -0.39
C13 1.48 -4.98 0.89
C14 0.80 -3.83 1.30
C15 0.62 -2.74 0.45
H1 0.79 0.17 -5.74
H2 -0.04 2.48 -5.51
H3 -0.62 3.40 -3.30
H4 -0.39 2.00 -1.26
H5 2.31 -4.06 -2.26
H6 2.56 -5.95 -0.69
H7 1.60 -5.80 1.58
H8 0.43 -3.78 2.32
C16 -4.15 1.43 1.04
N2 -2.80 1.93 1.24
C17 -2.54 3.21 1.64
C18 -1.28 3.66 1.86
C19 -0.22 2.73 1.65
N3 -0.49 1.50 1.24
C20 -1.75 1.08 1.04
O5 -1.91 -0.10 0.68
N4 1.07 3.03 1.84
H9 -4.86 2.21 1.30
H10 -4.31 0.56 1.67
H11 -4.29 1.13 0.00
H12 -3.41 3.84 1.79
H13 -1.10 4.67 2.19
H14 1.35 3.90 2.23
H15 1.75 2.28 1.73

***

[5]
One molecule with the formula C3H5NO2. Source: the Open Molecules 2025 dataset; level of theory: the ωB97M-V functional and the def2-TZVPD basis.

The LUMO energy is 0.8 eV. As for the HOMO-LUMO gap: 10.647 eV. The net charge is 0. The value obtained for the energy above the lowest of the compared OMol25 structures with the same formula, charge and spin is 96.7 kJ/mol. For the largest force on an atom, the calculation gives 2.47 eV Å⁻¹. Its SMILES is O=C1NCCO1.

Atoms and positions in Å:
O1 2.58 -0.08 -0.41
C1 1.40 0.05 -0.20
N1 0.61 -0.64 0.70
C2 -0.76 -0.52 0.24
C3 -0.70 0.93 -0.22
O2 0.60 0.95 -0.84
H1 1.01 -1.38 1.25
H2 -0.98 -1.11 -0.70
H3 -1.58 -1.07 0.65
H4 -0.72 1.75 0.51
H5 -1.46 1.09 -0.98

***

[6]
A 11-piece molecular cluster, C30H66O19S7 overall. Source: the Open Molecules 2025 dataset; level of theory: the ωB97M-V functional and the def2-TZVPD basis.

The LUMO energy is -0.1 eV. As for the HOMO-LUMO gap: 7.807 eV. The net charge is 0. The value obtained for the energy above the lowest of the compared OMol25 structures with the same formula, charge and spin is 204.2 kJ/mol. For the largest force on an atom, the calculation gives 7.05 eV Å⁻¹.

Atoms and positions in Å:
C1 -1.40 3.91 4.29
C2 -1.68 2.41 4.20
C3 -1.51 1.78 2.82
O1 -0.43 0.83 2.97
C4 -0.17 0.67 4.27
O2 0.52 -0.22 4.70
O3 -0.79 1.59 5.00
H1 -1.93 4.49 3.55
H2 -0.32 4.08 4.28
H3 -1.73 4.28 5.26
H4 -2.66 2.15 4.59
H5 -1.15 2.53 2.10
H6 -2.30 1.22 2.36
C5 0.71 1.54 -0.36
C6 -0.59 1.32 -1.15
C7 -0.62 0.31 -2.31
O4 -1.72 -0.56 -2.04
C8 -2.23 -0.25 -0.85
O5 -3.17 -0.78 -0.33
O6 -1.57 0.76 -0.28
H7 1.17 0.58 -0.11
H8 0.46 1.98 0.60
H9 1.41 2.24 -0.82
H10 -0.98 2.28 -1.48
H11 0.31 -0.23 -2.50
H12 -0.81 0.87 -3.23
C9 3.96 0.05 -0.67
C10 5.35 -0.04 -0.13
C11 6.43 -0.54 -1.09
O7 7.55 0.28 -0.76
C12 7.14 1.32 0.01
O8 7.87 2.14 0.48
O9 5.84 1.23 0.26
H13 3.30 0.44 0.11
H14 3.60 -0.90 -1.03
H15 3.88 0.82 -1.45
H16 5.44 -0.70 0.74
H17 6.12 -0.43 -2.13
H18 6.68 -1.59 -0.95
C13 3.18 1.37 6.31
C14 3.87 2.05 5.15
C15 4.38 1.09 4.09
O10 3.86 1.66 2.88
C16 2.98 2.63 3.14
O11 2.33 3.22 2.34
O12 2.93 2.90 4.46
H19 2.82 2.08 7.05
H20 3.82 0.67 6.84
H21 2.25 0.88 5.99
H22 4.66 2.74 5.46
H23 4.06 0.05 4.17
H24 5.46 1.17 4.05
C17 2.31 -1.87 1.92
S1 1.36 -3.23 2.66
O13 1.96 -4.52 2.15
C18 -0.14 -3.01 1.63
H25 3.26 -1.91 2.45
H26 1.71 -0.98 2.10
H27 2.41 -1.95 0.84
H28 -0.33 -1.93 1.52
H29 -1.02 -3.54 1.96
H30 0.05 -3.26 0.58
C19 2.46 0.37 -4.81
S2 1.57 0.88 -6.31
O14 0.20 1.27 -5.81
C20 2.43 2.49 -6.49
H31 2.29 1.14 -4.06
H32 3.52 0.27 -5.04
H33 1.99 -0.59 -4.60
H34 3.44 2.29 -6.84
H35 2.38 3.03 -5.54
H36 1.91 3.03 -7.28
C21 1.07 -3.49 -3.84
S3 1.77 -2.99 -2.24
O15 0.71 -2.21 -1.50
C22 1.88 -4.72 -1.61
H37 0.95 -2.62 -4.48
H38 0.12 -3.99 -3.62
H39 1.79 -4.16 -4.31
H40 2.79 -5.17 -1.99
H41 1.10 -5.38 -1.98
H42 1.86 -4.73 -0.52
C23 -2.40 -3.73 -1.80
S4 -2.10 -5.37 -1.06
O16 -2.11 -5.17 0.44
C24 -3.76 -6.05 -1.28
H43 -2.61 -3.93 -2.85
H44 -1.52 -3.12 -1.61
H45 -3.27 -3.36 -1.27
H46 -4.04 -6.05 -2.34
H47 -4.46 -5.47 -0.69
H48 -3.76 -7.08 -0.92
C25 -4.05 -1.13 -4.85
S5 -4.76 -2.32 -3.70
O17 -3.66 -3.27 -3.32
C26 -5.04 -1.18 -2.31
H49 -3.64 -1.78 -5.63
H50 -3.25 -0.51 -4.46
H51 -4.83 -0.54 -5.34
H52 -4.11 -1.11 -1.73
H53 -5.67 -1.74 -1.62
H54 -5.32 -0.15 -2.51
C27 -4.80 -0.63 2.90
S6 -5.47 1.01 2.50
O18 -4.35 2.02 2.56
C28 -5.74 0.60 0.74
H55 -5.47 -1.44 2.60
H56 -4.68 -0.70 3.98
H57 -3.86 -0.82 2.38
H58 -6.48 1.31 0.36
H59 -6.20 -0.39 0.64
H60 -4.84 0.65 0.14
C29 -0.44 4.77 0.61
S7 -1.88 5.85 0.74
O19 -1.90 6.62 -0.58
C30 -3.17 4.56 0.49
H61 -0.30 4.29 1.58
H62 0.44 5.39 0.45
H63 -0.60 4.05 -0.19
H64 -3.05 4.33 -0.57
H65 -4.14 5.02 0.64
H66 -3.14 3.70 1.17

***

| no. | E (eV) |
| --- | --- |
| 1 | -18191.956 |
| 2 | -7485.262 |
| 3 | -53206.854 |
| 4 | -71136.365 |
| 5 | -8776.692 |
| 6 | -146922.441 |